# 1
DFT (ωB97M-V/def2-TZVPD) results for C4H8O2 in the gas phase.

Its SMILES is C1COCCO1. For the electronic energy, the calculation gives -8371.5032 eV. The molar mass comes out at 88.1 g mol⁻¹. As for the charge: 0. Its HOMO-LUMO gap is 10.57 eV.

Positions of all 14 atoms, in Å:
H (1.31, 1.56, 1.13)
H (0.74, -2.12, -0.69)
H (-1.59, -0.63, 0.56)
C (0.28, 1.07, -0.73)
H (-0.76, 1.16, -1.10)
H (-0.73, -1.49, -1.45)
H (-0.61, -1.93, 1.24)
C (0.07, -1.26, -0.72)
O (0.85, -0.15, -1.14)
O (0.23, -0.11, 1.41)
C (0.34, 1.17, 0.80)
H (-0.44, 1.85, 1.17)
C (-0.56, -1.00, 0.66)
H (0.86, 1.88, -1.18)

---

# 2
DFT (ωB97M-V/def2-TZVPD) results for a 14-piece molecular cluster, C58H80N14 overall in a non-equilibrium geometry.

For the electronic energy, the calculation gives -82302.8790 eV. The molar mass comes out at 973.4 g mol⁻¹. As for the charge: 0. Its HOMO-LUMO gap is 8.15 eV.

Positions of all 152 atoms, in Å:
C (-3.95, -2.03, 2.19)
H (-2.61, -3.68, -2.62)
C (1.10, -4.14, 2.84)
C (2.48, -3.08, -0.93)
H (-3.47, -2.11, 3.16)
H (-5.41, 1.41, 4.83)
C (2.55, 1.94, 5.08)
H (-4.64, 3.29, 1.19)
C (-4.94, 1.01, -2.16)
N (-4.54, -1.35, 0.19)
C (3.44, 3.66, -1.69)
C (2.76, -3.44, -2.24)
H (0.60, 3.51, 3.75)
H (-2.93, -3.70, 0.07)
C (-4.21, -4.95, -1.09)
C (0.60, 2.74, -6.08)
H (-1.18, -6.03, 1.32)
C (-6.00, 0.17, -2.42)
C (0.00, 3.71, -4.13)
H (-1.87, 4.21, -1.98)
H (-1.48, 4.54, 2.26)
C (1.68, -2.86, 2.62)
H (2.02, -2.23, -0.45)
H (0.54, 2.66, 0.63)
C (3.00, 0.42, -3.06)
H (1.84, -0.08, 4.54)
N (-3.57, 5.24, -1.17)
C (-4.11, 3.77, 0.38)
H (-7.07, 0.27, -2.31)
H (-4.62, 1.02, 2.23)
C (-4.14, -0.89, -3.07)
C (1.78, 4.26, 2.13)
C (3.72, 4.98, -1.44)
H (2.13, 0.32, -2.43)
C (-0.31, 0.02, -0.96)
C (-0.02, 1.37, -0.93)
C (3.23, -4.76, -2.21)
C (-3.29, 1.89, 5.13)
C (4.64, -0.99, 0.35)
C (-4.43, 1.53, 4.40)
C (0.18, 0.61, 1.15)
C (4.11, 0.58, 1.87)
H (-3.57, -1.75, -3.39)
C (0.60, 4.04, 2.81)
C (4.10, 1.26, -4.82)
H (0.17, 2.71, 7.26)
H (-0.68, -7.07, 0.00)
H (0.05, -4.39, 2.85)
N (-1.71, -4.87, -1.19)
H (5.54, 3.20, 0.70)
H (3.45, 2.14, 4.54)
H (3.70, 1.38, 2.46)
H (-1.26, 2.43, 4.38)
H (4.07, 1.88, -0.83)
H (2.17, -6.04, 3.45)
C (0.87, 3.80, -5.27)
H (-5.62, -3.41, 2.49)
C (1.72, 0.84, 5.08)
H (-6.12, -1.72, -3.24)
H (-0.09, 4.49, -3.39)
H (-0.14, 0.51, 6.04)
H (-5.04, 1.95, -1.65)
H (-0.47, -0.60, -1.83)
N (-0.42, 2.01, -5.52)
C (4.20, -0.27, -3.15)
H (3.58, -5.31, -3.07)
H (0.38, 0.62, 2.21)
H (4.23, 1.94, -5.64)
H (-0.96, -5.06, -3.82)
H (1.03, 2.53, -7.04)
H (2.70, -4.19, 0.87)
H (5.04, 5.90, 0.10)
C (-2.27, 2.09, 4.21)
C (4.93, 3.69, -0.05)
C (-4.08, 1.36, 3.09)
C (-2.66, 4.21, -1.24)
C (3.04, -2.99, 2.74)
H (2.61, -2.86, -3.13)
N (0.69, 1.06, 5.95)
N (4.15, 2.88, -0.83)
H (-0.44, -1.41, 0.78)
N (0.27, 1.72, 0.36)
H (-3.21, 2.09, 6.18)
C (1.98, 2.85, 6.03)
H (-1.33, -2.86, -1.69)
H (1.63, 4.55, -5.44)
H (0.40, -4.88, -1.03)
C (2.13, -4.99, 3.20)
C (-4.52, 4.92, -0.22)
H (6.07, 0.75, 2.59)
H (3.67, -6.06, -0.46)
C (3.61, -0.18, 0.84)
H (-0.81, 1.17, -5.90)
C (-0.48, -4.94, -0.40)
H (-6.30, -2.40, -0.10)
C (5.78, -0.68, 1.03)
C (-0.44, -6.15, 0.53)
H (1.08, -1.97, 2.47)
H (0.35, -4.18, -3.04)
C (-5.15, -2.69, 1.84)
H (2.68, 3.27, -2.34)
H (4.18, -4.75, 3.14)
H (-4.62, -0.78, -0.64)
H (2.16, 1.91, -4.29)
C (-0.70, -4.13, -3.34)
C (-0.43, 4.60, 2.02)
C (0.83, 2.30, 6.52)
C (-2.90, -4.72, -0.35)
C (3.38, -5.12, -0.90)
C (0.14, 5.06, 0.84)
H (2.60, -0.16, 0.45)
C (4.69, 5.00, -0.37)
H (3.29, 5.88, -1.86)
H (0.54, -6.26, 1.00)
H (-2.76, -0.53, 0.99)
C (4.90, 0.33, -4.22)
H (5.91, 0.07, -4.50)
C (-5.49, -2.24, 0.59)
H (-3.60, 6.00, -1.82)
N (5.45, 0.28, 1.95)
H (4.57, -1.72, -0.44)
N (-5.51, -0.95, -3.02)
H (-4.33, -5.90, -1.62)
H (2.48, 3.76, 6.33)
C (-3.59, -1.21, 1.15)
H (3.86, -2.30, 2.68)
H (2.81, 3.97, 2.27)
H (-2.89, -5.34, 0.54)
N (-2.76, 1.74, 2.98)
H (-2.77, 0.68, -2.35)
N (3.30, -4.30, 3.04)
N (1.48, 4.87, 0.94)
H (-1.57, 2.21, -3.72)
H (-0.40, -4.02, 0.22)
C (-2.98, 3.26, -0.30)
H (-0.76, -3.30, -4.06)
C (-0.25, -0.43, 0.38)
H (4.45, -1.10, -2.51)
H (2.18, 5.04, 0.23)
H (-5.40, 5.51, -0.01)
N (2.84, -4.12, -0.12)
H (-0.35, 5.45, -0.04)
H (6.76, -1.12, 1.00)
N (2.94, 1.29, -4.11)
H (-2.22, 1.73, 2.13)
C (-1.63, -3.81, -2.17)
H (-4.99, -4.96, -0.33)
H (-4.47, -4.18, -1.82)
C (-0.78, 2.62, -4.34)
C (-3.77, 0.31, -2.52)
H (-2.41, 2.35, -0.18)
H (0.07, 2.08, -1.74)

---

# 3
DFT (ωB97M-V/def2-TZVPD) results for a 2-piece molecular cluster, C5H14FN2OP overall in a non-equilibrium geometry.

For the electronic energy, the calculation gives -22427.0338 eV. The molar mass comes out at 168.2 g mol⁻¹. As for the charge: +2. Its HOMO-LUMO gap is 9.96 eV.

Positions of all 24 atoms, in Å:
H (2.60, -2.20, -0.97)
H (-1.82, 1.55, -1.92)
H (2.51, -0.59, -1.49)
C (-2.31, 1.65, 2.08)
H (-1.70, 2.49, 2.04)
H (4.36, -1.00, 0.04)
H (-1.87, -1.82, 1.75)
H (0.46, -1.87, -0.33)
H (3.36, -1.49, 1.32)
H (-3.35, 1.76, 1.88)
P (-1.38, 0.20, 0.25)
H (-1.98, 0.92, 2.85)
C (0.50, 0.02, 0.33)
O (1.09, 1.07, 0.34)
H (-2.74, -0.09, -1.87)
H (-0.88, 0.03, -2.16)
N (3.33, -0.84, 0.50)
F (-1.38, -2.44, -0.12)
C (2.36, -1.21, -0.59)
H (-3.05, -1.52, 0.49)
C (-1.99, -1.52, 0.69)
N (1.07, -1.23, 0.02)
H (3.16, 0.14, 0.81)
C (-1.79, 0.43, -1.65)

---

# 4
DFT (ωB97M-V/def2-TZVPD) results for a 2-piece molecular cluster, C5H7N overall in a non-equilibrium geometry.

Its SMILES is C=CC#N.C=C. For the electronic energy, the calculation gives -6786.5003 eV. The molar mass comes out at 81.1 g mol⁻¹. As for the charge: 0. Its HOMO-LUMO gap is 10.53 eV.

Positions of all 13 atoms, in Å:
H (2.52, -0.82, 0.24)
H (-2.63, -1.18, -0.64)
H (1.46, -0.51, -1.25)
H (2.00, 1.44, 1.08)
C (-1.19, -1.00, 0.90)
H (-0.39, -0.42, 1.35)
C (-1.56, 0.66, -0.85)
N (-1.37, 1.66, -1.40)
C (1.60, 1.08, 0.14)
H (0.96, 1.76, -0.42)
H (-1.44, -1.95, 1.35)
C (-1.84, -0.58, -0.19)
C (1.87, -0.14, -0.31)

---

# 5
DFT (ωB97M-V/def2-TZVPD) results for C4H9NO as an isolated structure in a non-equilibrium geometry.

For the electronic energy, the calculation gives -7827.6579 eV. The molar mass comes out at 87.1 g mol⁻¹. As for the charge: 0. Its HOMO-LUMO gap is 9.51 eV.

Positions of all 15 atoms, in Å:
H (-1.80, -0.46, 0.12)
H (1.09, -1.06, 1.83)
O (-0.19, -1.61, -1.05)
H (-1.69, -0.29, -1.68)
H (0.86, 1.64, 1.30)
H (-0.59, -0.47, 2.04)
N (1.15, 0.66, -0.62)
H (0.04, -1.52, 0.26)
C (-1.14, -0.29, -0.76)
C (-0.27, 0.95, -0.49)
H (0.67, -1.15, -1.24)
H (-0.60, 1.93, -0.88)
C (0.25, -0.61, 1.32)
C (0.55, 0.76, 0.72)
H (1.66, 1.51, -0.85)

---

# 6
DFT (ωB97M-V/def2-TZVPD) results for C4H7LiO2 as an isolated structure in a non-equilibrium geometry.

For the electronic energy, the calculation gives -8557.4819 eV. The molar mass comes out at 94.0 g mol⁻¹. As for the charge: 0. Its HOMO-LUMO gap is 6.44 eV.

Positions of all 14 atoms, in Å:
O (-3.13, 0.57, 0.29)
C (-0.75, 0.25, -0.05)
H (-2.16, -1.26, 0.51)
H (1.68, 1.22, -0.29)
O (2.57, -0.54, -0.74)
C (-2.13, -0.34, -0.09)
C (0.37, -0.44, 0.18)
C (1.68, 0.12, -0.17)
H (-2.35, -0.63, -1.13)
H (-0.69, 1.31, -0.34)
H (3.73, 0.89, 0.73)
H (-3.13, 0.67, 1.24)
Li (3.97, -0.32, -0.66)
H (0.34, -1.48, 0.52)

---

Copy entry 4 word for word.
DFT (ωB97M-V/def2-TZVPD) results for a 2-piece molecular cluster, C5H7N overall in a non-equilibrium geometry.

Its SMILES is C=CC#N.C=C. For the electronic energy, the calculation gives -6786.5003 eV. The molar mass comes out at 81.1 g mol⁻¹. As for the charge: 0. Its HOMO-LUMO gap is 10.53 eV.

Positions of all 13 atoms, in Å:
H (2.52, -0.82, 0.24)
H (-2.63, -1.18, -0.64)
H (1.46, -0.51, -1.25)
H (2.00, 1.44, 1.08)
C (-1.19, -1.00, 0.90)
H (-0.39, -0.42, 1.35)
C (-1.56, 0.66, -0.85)
N (-1.37, 1.66, -1.40)
C (1.60, 1.08, 0.14)
H (0.96, 1.76, -0.42)
H (-1.44, -1.95, 1.35)
C (-1.84, -0.58, -0.19)
C (1.87, -0.14, -0.31)

---

Question: The highest electronic energy belongs to which entry?
Answer: C5H7N